# 1
Molecular formula: C31H47N3O2P3ReS3
Method: DFT, the ωB97M-V functional and the def2-TZVPD basis

The spin multiplicity is 2. The charge is +3. Its expectation value of S² is 0.77. For the LUMO energy (alpha / beta), the calculation gives -11.52 / -11.09 eV.

Geometry as XYZ:
```
90
C31H47N3O2P3ReS3 the ωB97M-V functional and the def2-TZVPD basis
Re -0.66568 0.18813 -0.40592
C 1.54765 1.80000 -2.71466
P 1.50254 1.05845 -1.05481
C 2.61744 -0.39625 -1.14770
N 3.75128 -0.26558 -1.77319
C 4.58675 -1.30874 -1.89587
C 5.82175 -1.19296 -2.55959
C 6.62625 -2.29171 -2.67732
C 6.23826 -3.54305 -2.14149
C 5.04839 -3.69277 -1.48481
C 4.19228 -2.58574 -1.34412
N 3.00353 -2.68795 -0.72786
C 2.22292 -1.65263 -0.60508
P 0.56073 -1.87830 0.14405
C -0.04463 -3.34154 -0.75366
C 0.79210 -2.47851 1.91576
C -0.61628 -2.64201 2.50081
C 1.60151 -1.43521 2.68057
C 1.51670 -3.82305 1.92740
C 2.31239 2.35093 0.05346
C 2.60301 1.72255 1.41190
C 3.60436 2.81738 -0.61822
C 1.32366 3.51375 0.18983
H 2.57532 1.72214 -3.07088
H 1.25287 2.84708 -2.65369
H 0.87617 1.30544 -3.40930
H 6.11562 -0.23167 -2.96110
H 7.57669 -2.20881 -3.18692
H 6.89788 -4.39275 -2.25527
H 4.74669 -4.64446 -1.06689
H 0.67031 -4.14881 -0.60631
H -0.12897 -3.13301 -1.81644
H -1.02229 -3.64426 -0.37701
H -1.16786 -1.70259 2.49309
H -0.54162 -2.96781 3.54009
H -1.19233 -3.39731 1.96362
H 1.10979 -0.46367 2.68200
H 2.60298 -1.32584 2.26093
H 1.70855 -1.74995 3.71950
H 0.89676 -4.62874 1.53647
H 1.74748 -4.07002 2.96597
H 2.45689 -3.79441 1.38148
H 3.29218 0.88079 1.32471
H 1.68870 1.38490 1.89713
H 3.06771 2.46538 2.06124
H 4.28567 1.99546 -0.82725
H 4.10899 3.49681 0.07164
H 3.41446 3.37089 -1.53686
H 0.36600 3.17522 0.59302
H 1.14595 4.02145 -0.75887
H 1.73713 4.25217 0.87892
C -5.42982 1.37580 3.04783
C -4.80196 0.23010 2.28871
C -4.01717 -0.72277 3.16287
O -3.91834 0.67858 1.15188
P -2.76335 1.70771 1.05642
S -2.28470 1.83688 -0.93269
S -0.99663 0.89012 1.79953
O -3.26929 2.98355 1.75574
C -2.67447 4.30172 2.10693
C -1.46170 4.12265 2.99441
C -2.41253 5.08863 0.84068
H -6.22865 0.96977 3.66765
H -5.87007 2.10320 2.36769
H -4.71978 1.87473 3.70680
H -5.57227 -0.30873 1.74122
H -3.19511 -0.21091 3.66909
H -3.62696 -1.55650 2.57828
H -4.68115 -1.12526 3.92693
H -3.48130 4.76335 2.67396
H -0.62411 3.70200 2.43181
H -1.69186 3.47431 3.84123
H -1.15710 5.09201 3.38566
H -1.57512 4.65822 0.28577
H -2.16960 6.12052 1.08967
H -3.30058 5.09903 0.20898
S -0.53482 -1.61141 -4.72892
C -0.00929 -1.07292 -3.22044
N -0.94881 -0.77100 -2.33955
C -2.22025 -1.09224 -2.84849
C -3.44403 -1.09479 -2.17549
C -4.58477 -1.44601 -2.86641
C -4.53536 -1.80172 -4.21811
C -3.33112 -1.86629 -4.88688
C -2.18055 -1.53625 -4.17936
H 1.04568 -0.98767 -3.00557
H -3.50159 -0.84871 -1.12353
H -5.53562 -1.45797 -2.35128
H -5.45069 -2.04291 -4.74094
H -3.27980 -2.16766 -5.92462
```

# 2
Molecular formula: C31H47NO4OsP2
Method: DFT, the ωB97M-V functional and the def2-TZVPD basis

The spin multiplicity is 5. The charge is +2. Its expectation value of S² is 6.03. For the LUMO energy (alpha / beta), the calculation gives -4.83 / -8.60 eV. The relative energy (zero: lowest compared OMol25 entry of this formula, charge and spin) comes out at 0.0 kcal/mol.

Geometry as XYZ:
```
86
C31H47NO4OsP2 the ωB97M-V functional and the def2-TZVPD basis
Os 0.24632 0.15131 -0.58138
C 0.79281 0.13617 1.89421
C 1.85523 0.61718 1.06865
C -0.03141 1.92674 0.64387
C -0.39481 0.87883 1.56926
C 1.37575 1.77347 0.34520
C 0.88330 -0.92612 2.92578
H 1.83743 -1.45938 2.89223
H 0.07771 -1.65876 2.78214
H 0.75421 -0.51423 3.93898
C -1.74409 0.64376 2.14666
H -2.33934 -0.01851 1.49768
H -2.30710 1.57777 2.27606
H -1.63695 0.12736 3.11402
C -0.88008 3.07288 0.19454
H -0.78732 3.92341 0.88155
H -1.93298 2.78286 0.15000
H -0.56013 3.41120 -0.79399
C 2.24237 2.78358 -0.34274
H 2.52020 3.59100 0.35402
H 1.71235 3.24518 -1.18289
H 3.17267 2.32574 -0.70009
C 3.26353 0.10810 1.04667
H 3.81680 0.46335 1.92990
H 3.80105 0.46490 0.15837
H 3.29098 -0.99319 1.05788
C -1.03776 -1.49600 -0.96195
C 0.18016 -2.00524 -0.41428
C 1.29824 -2.62302 -1.20462
C 1.83483 -1.73189 -2.34960
C 1.52391 -0.25369 -2.18631
C 0.29364 0.34121 -2.64209
C -0.77346 -0.49230 -3.32290
C -1.41285 -1.57965 -2.43340
H 0.99232 -3.60934 -1.58874
H 1.48885 -2.10864 -3.32751
H 2.13275 -2.82799 -0.51534
H -1.19143 -2.58983 -2.82443
H -1.88918 -1.54293 -0.27115
H 0.06478 -2.39863 0.59914
H -2.50981 -1.46310 -2.49670
H -1.56244 0.19310 -3.66576
H 0.35592 1.38209 -2.97589
H -0.36987 -0.95582 -4.24507
H 2.93388 -1.82688 -2.36322
H 2.40102 0.40252 -2.20062
P -0.87283 -0.85196 -6.55488
P -0.75798 1.91389 -7.82040
C -1.02870 -0.82836 -8.42447
C -1.46554 0.55340 -8.90408
H -1.76865 -1.59660 -8.69298
H -0.05352 -1.12066 -8.84672
H -1.14370 0.74000 -9.93856
H -2.56158 0.66201 -8.85712
C -1.60155 3.26695 -8.73904
H -1.27680 4.22902 -8.32664
H -2.68376 3.16360 -8.58771
H -1.37911 3.22786 -9.81404
C 0.89932 2.01995 -8.62143
H 0.83449 1.97070 -9.71494
H 1.54194 1.21142 -8.25700
H 1.35196 2.97422 -8.32989
C -2.49793 -1.65705 -6.19726
H -2.56649 -1.90436 -5.12873
H -2.62161 -2.56561 -6.80431
H -3.29888 -0.94384 -6.44341
C 0.31400 -2.25934 -6.44781
H 1.27656 -1.91127 -6.85379
H -0.04055 -3.12161 -7.03090
H 0.46188 -2.55239 -5.39877
O -3.33117 -3.99813 2.86047
C -2.47889 -3.09316 2.96132
O -1.80540 -2.49508 2.07767
C -2.19461 -2.60059 4.38944
C -2.97082 -1.56516 4.93043
C -2.58868 -0.94278 6.11107
C -1.38462 -1.34798 6.71818
C -0.73373 -2.53438 6.32055
C -1.13715 -3.13848 5.13613
N -0.61936 -0.36577 7.41724
O -1.12126 0.76635 7.59218
O 0.53438 -0.66953 7.79226
H -3.87476 -1.23899 4.41472
H -3.15357 -0.11385 6.52853
H 0.10219 -2.91255 6.90084
H -0.62318 -4.03180 4.78312
```

# 3
Molecular formula: C31H48F3IN8
Method: DFT, the ωB97M-V functional and the def2-TZVPD basis

For the LUMO energy, the calculation gives -0.58 eV.

Geometry as XYZ:
```
91
C31H48F3IN8 the ωB97M-V functional and the def2-TZVPD basis
N 3.02291 -8.28070 2.98586
C 2.77221 -7.19291 2.73956
C 2.46099 -5.79955 2.39849
C 3.68749 -4.97764 2.83386
C 3.52723 -3.44279 2.74653
C 4.36024 -2.75305 1.67698
N 5.78377 -2.90752 1.94903
C 2.08212 -5.73570 0.88833
I 3.78801 -5.88216 -0.41955
C 1.24645 -6.88480 0.55681
N 0.60673 -7.79474 0.29090
C 1.27348 -4.47947 0.49498
C 0.17776 -4.09995 1.49292
C -0.78173 -3.19230 0.82763
F -1.70878 -3.71028 -0.02691
C -0.76035 -1.83584 1.04301
F -0.41536 -1.00744 0.07842
F -1.08314 -1.28411 2.21631
H 1.62672 -5.51733 3.03548
H 4.59015 -5.31550 2.33907
H 3.83376 -5.21163 3.88529
H 3.89776 -3.03925 3.68656
H 2.48738 -3.14196 2.67459
H 4.05312 -3.06298 0.67532
H 4.13877 -1.69019 1.74414
H 6.30648 -2.40786 1.24043
H 6.07595 -3.87505 1.87611
H 0.77400 -4.71182 -0.44313
H 1.94085 -3.65601 0.26202
H 0.55457 -3.54954 2.35313
H -0.28583 -5.01134 1.88802
C 0.61914 1.42337 1.98623
C 1.62499 2.53759 2.23337
C 2.39458 2.88457 0.95712
C 3.15062 1.72142 0.48347
N 3.73002 0.80073 0.11376
H 1.10564 0.49473 1.68346
H 0.06171 1.21702 2.90095
H -0.09808 1.69988 1.21087
H 2.32330 2.24767 3.02151
H 1.10326 3.42761 2.58365
H 3.09005 3.70263 1.12997
H 1.70004 3.19807 0.17828
C -3.50503 -0.27424 -2.00352
C -3.69330 0.89409 -2.95914
C -2.60029 1.95997 -2.80297
C -2.61191 2.52182 -1.44828
N -2.62164 2.95236 -0.38283
H -3.55295 0.05521 -0.96245
H -4.27970 -1.01751 -2.14512
H -2.54133 -0.76526 -2.15812
H -4.66923 1.35252 -2.79020
H -3.69017 0.52532 -3.98527
H -2.75214 2.77591 -3.50962
H -1.61483 1.53288 -2.99264
C 0.21911 5.83744 -1.88455
C 1.57423 5.32285 -2.34982
C 1.82931 5.58521 -3.83826
C 0.82122 4.91772 -4.66368
N 0.01366 4.39747 -5.29249
H -0.59722 5.33660 -2.40763
H 0.09030 5.64825 -0.82306
H 0.12431 6.91272 -2.05537
H 1.64131 4.25013 -2.15763
H 2.36354 5.80008 -1.76658
H 2.81193 5.21503 -4.13123
H 1.79671 6.65483 -4.05029
C -1.70367 6.28276 3.20378
C -0.72997 7.44101 3.39359
C 0.03029 7.79380 2.10922
C 0.82142 6.65827 1.64034
N 1.41484 5.74569 1.27547
H -1.18463 5.36473 2.92484
H -2.24477 6.08439 4.12829
H -2.43603 6.50609 2.42647
H -0.01567 7.19227 4.18041
H -1.27541 8.32544 3.72575
H 0.70445 8.63391 2.27737
H -0.66653 8.07527 1.31784
C -4.70153 -5.93492 -3.86565
C -4.41543 -5.18344 -2.57048
C -5.34025 -3.97203 -2.35930
C -5.17760 -2.99356 -3.42910
N -5.04939 -2.23106 -4.27700
H -4.52737 -5.30400 -4.73809
H -4.04997 -6.80368 -3.95441
H -5.73512 -6.28451 -3.89802
H -3.37368 -4.85935 -2.56263
H -4.54370 -5.85922 -1.72374
H -5.10879 -3.48003 -1.41320
H -6.38531 -4.28319 -2.32991
```

# 4
Molecular formula: C31H48F3N4O9
Method: DFT, the ωB97M-V functional and the def2-TZVPD basis

The charge is +1. For the LUMO energy, the calculation gives -2.31 eV. The relative energy (zero: lowest compared OMol25 entry of this formula, charge and spin) comes out at 57.7 kcal/mol.

Geometry as XYZ:
```
95
C31H48F3N4O9 the ωB97M-V functional and the def2-TZVPD basis
C -3.32176 6.14487 -1.41615
O -2.17736 6.15669 -0.55697
C -1.95218 4.89730 0.07886
C -0.99583 4.03792 -0.84655
C 0.51389 4.03338 -0.41119
C 0.88879 3.00445 0.72572
C 0.32115 1.54791 0.54501
C 0.44244 0.75006 1.94759
C 0.36671 -0.74974 1.35627
C -0.83471 -1.38151 2.15313
C -0.78553 -2.96344 2.26096
O 0.28825 -3.52771 2.34673
N -1.99396 -3.80152 2.31259
C -3.03148 -3.36133 1.33969
C -2.62562 -3.54721 3.66222
N 0.39384 -0.74979 -0.14377
C -0.99867 -0.95427 -0.70800
C 1.07075 -2.03603 -0.54995
C 1.14707 -2.30539 -2.10500
C 0.46013 -3.64533 -2.55546
O 1.07980 -4.47031 -3.17613
N -0.95193 -3.82550 -2.23242
C -1.82799 -3.51698 -3.36434
C -1.73820 -4.10736 -4.69455
C -2.70903 -3.74017 -5.72648
C -3.78754 -2.78777 -5.46137
C -3.87473 -2.15523 -4.14586
C -2.89515 -2.52954 -3.11529
C 1.05762 0.57181 -0.49138
N 0.66387 1.22092 -1.77426
C 2.62263 0.65566 -0.58489
C 3.43797 0.27236 0.69504
F 3.17379 -0.06600 -1.67087
H -3.71346 5.12488 -1.66104
H -4.12418 6.75532 -0.91607
H -3.11900 6.65059 -2.40500
H -1.57363 4.98110 1.13011
H -2.93143 4.33175 0.15001
H -1.46260 3.02536 -0.97153
H -1.03144 4.51857 -1.86776
H 1.23479 3.89375 -1.25204
H 0.72169 5.05927 0.01405
H 2.00779 2.90959 0.83846
H 0.51304 3.38211 1.71539
H -0.79378 1.57271 0.41990
H 1.33712 1.00690 2.56160
H -0.51222 1.04495 2.45374
H 1.25981 -1.29020 1.76852
H -0.71948 -1.02713 3.21878
H -1.85249 -1.00249 1.85185
H -2.69713 -3.38198 0.27268
H -3.87697 -4.10292 1.41710
H -3.46130 -2.37723 1.67576
H -3.72526 -3.79083 3.62979
H -2.56720 -2.46534 3.97288
H -2.18937 -4.18169 4.46965
H -1.73483 -0.27917 -0.18326
H -1.06703 -0.70048 -1.78873
H -1.34696 -1.99449 -0.48520
H 0.57341 -2.94153 -0.10082
H 2.12767 -2.07780 -0.16685
H 0.73082 -1.49531 -2.75412
H 2.23216 -2.39639 -2.38927
H -1.07604 -4.83229 -2.06000
H -0.90962 -4.83727 -4.87978
H -2.62520 -4.23932 -6.72347
H -4.50036 -2.58228 -6.28880
H -4.68010 -1.40821 -3.95411
H -3.01277 -2.01873 -2.13032
H 0.93802 0.65585 -2.57895
H -0.32505 1.46427 -1.77793
H 2.85735 1.73719 -0.78907
H 3.30263 -0.77731 1.05521
H 3.23082 0.95232 1.56264
H 4.52853 0.38557 0.43373
C 4.64722 6.46693 -2.94327
C 3.17037 6.66635 -2.76948
O 2.87012 5.85543 -1.64805
C 4.00883 5.82873 -0.89550
O 4.05044 5.47085 0.23764
O 5.08445 6.26661 -1.60073
F 2.48355 6.19866 -3.83980
H 4.88366 5.58171 -3.53827
H 5.13586 7.33122 -3.39078
H 2.87538 7.69829 -2.56509
C 1.69641 -4.31423 5.37317
C 0.87031 -3.55392 6.35532
O 0.52654 -4.53333 7.31043
C 1.55846 -5.43607 7.30152
O 1.74868 -6.24114 8.14838
O 2.33858 -5.28550 6.19193
F -0.25234 -3.09473 5.75399
H 1.08990 -4.81738 4.61630
H 2.43006 -3.68282 4.87250
H 1.38974 -2.72853 6.84916
```

# 5
Molecular formula: C31H48O2P2Ru
Method: DFT, the ωB97M-V functional and the def2-TZVPD basis

The spin multiplicity is 6. The charge is +1. Its expectation value of S² is 8.81. For the LUMO energy (alpha / beta), the calculation gives -1.98 / -6.44 eV. The relative energy (zero: lowest compared OMol25 entry of this formula, charge and spin) comes out at 0.0 kcal/mol.

Geometry as XYZ:
```
84
C31H48O2P2Ru the ωB97M-V functional and the def2-TZVPD basis
Ru -0.31280 -1.28060 -0.41458
C 0.87755 -3.60979 1.52201
C -0.51724 -3.45444 1.45120
C 0.37280 -3.27894 -0.73156
C 1.43881 -3.46834 0.22431
C -0.88903 -3.23877 0.04510
C 1.65756 -3.91122 2.74771
H 1.04527 -3.79307 3.64765
H 2.53017 -3.24844 2.81696
H 2.03820 -4.94095 2.73435
C 2.86393 -3.52658 -0.10917
H 3.44046 -2.94675 0.64592
H 3.05253 -3.08187 -1.09696
H 3.24697 -4.56255 -0.11016
C 0.45080 -3.45882 -2.20596
H 0.35529 -4.51311 -2.50631
H 1.41263 -3.08489 -2.58477
H -0.36477 -2.88925 -2.67210
C -2.20052 -3.56932 -0.55844
H -2.30616 -4.65939 -0.69053
H -2.26787 -3.08720 -1.53958
H -3.02480 -3.22142 0.07049
C -1.44707 -3.51482 2.59382
H -1.59898 -4.54958 2.94816
H -2.43344 -3.10857 2.33302
H -1.06059 -2.95176 3.46040
C 1.07523 0.23839 0.11258
C 0.79439 -0.42830 1.33230
C -0.19466 -0.00180 2.38218
C -1.66077 0.19782 1.91044
C -2.01942 -0.46550 0.60561
C -1.77267 0.15817 -0.65775
C -1.02238 1.46091 -0.73411
C 0.42310 1.55793 -0.21263
H 0.14546 0.91873 2.89012
H -1.90864 1.27327 1.86719
H -0.18438 -0.79155 3.14957
H 0.46372 2.19931 0.68129
H 2.08316 0.06117 -0.29541
H 1.62540 -1.04813 1.71137
H 1.05211 2.05717 -0.96481
H -1.00799 1.74748 -1.79519
H -2.49446 -0.03230 -1.45737
H -1.61916 2.21110 -0.16183
H -2.33417 -0.20994 2.68082
H -2.86441 -1.15473 0.66120
P -2.76063 3.64442 -1.36606
P -3.92151 2.23871 -3.81122
C -3.78595 4.73934 -2.45326
C -3.90261 4.12503 -3.85019
H -3.27478 5.71008 -2.48671
H -4.76504 4.86585 -1.96598
H -4.82213 4.45792 -4.34622
H -3.05674 4.41410 -4.49466
C -4.31318 2.01337 -5.60078
H -4.53158 0.95123 -5.76381
H -3.44036 2.30342 -6.19796
H -5.17953 2.61614 -5.90009
C -5.64189 2.05813 -3.16000
H -6.30947 2.80658 -3.60586
H -5.64504 2.15832 -2.06782
H -5.99292 1.05412 -3.43088
C -1.10410 4.30016 -1.83200
H -0.31382 3.80808 -1.24874
H -1.08618 5.37899 -1.64021
H -0.93448 4.09639 -2.89654
C -3.00660 4.45515 0.26156
H -4.07066 4.37324 0.52785
H -2.71879 5.51312 0.21219
H -2.41472 3.94568 1.03485
O 3.93862 -1.76501 2.02007
C 4.61528 -0.78011 1.58964
O 4.40101 -0.04691 0.60109
C 5.85373 -0.51088 2.40953
C 5.80422 -0.55833 3.80804
C 6.93893 -0.26184 4.56339
C 8.15849 0.00499 3.92155
C 8.22173 0.00502 2.51649
C 7.06567 -0.24362 1.76928
H 4.86103 -0.81706 4.29445
H 6.87906 -0.25863 5.65407
H 9.05007 0.22065 4.51419
H 9.16483 0.21751 2.01730
H 7.10091 -0.23212 0.67691
```